Record 1
{"formula": "C15H27NO", "method": "ωB97M-V with the def2-TZVPD basis set", "species": ["C", "C", "C", "C", "N", "C", "C", "C", "C", "C", "H", "H", "H", "H", "H", "H", "H", "H", "H", "H", "H", "H", "H", "H", "H", "H", "H", "H", "H", "H", "O", "H", "C", "C", "C", "C", "C", "C", "H", "H", "H", "H", "H", "H"], "coordinates": [[1.915, 0.546, -4.566], [2.545, 0.118, -3.209], [1.674, -0.365, -2.255], [2.269, -0.671, -1.028], [1.624, -1.560, -0.071], [2.585, -1.705, 1.107], [2.178, -3.056, 1.864], [1.404, -3.941, 0.806], [1.436, -2.982, -0.513], [0.311, -0.929, 0.560], [2.675, 0.791, -5.275], [1.478, 1.287, -4.470], [1.155, -0.172, -4.960], [3.151, 1.004, -2.839], [3.308, -0.569, -3.502], [1.111, -1.260, -2.595], [0.753, 0.420, -2.324], [2.701, 0.234, -0.425], [3.349, -1.036, -1.117], [2.710, -0.777, 1.880], [3.689, -1.853, 0.776], [1.647, -2.606, 2.567], [3.092, -3.693, 2.204], [0.430, -4.135, 1.063], [1.933, -4.852, 0.450], [0.712, -2.994, -1.089], [2.307, -3.239, -0.975], [-0.772, -1.088, -0.130], [0.594, 0.048, 0.999], [0.187, -1.464, 1.534], [0.111, 2.531, 1.521], [-0.696, 2.126, 1.720], [-5.560, 3.665, 1.188], [-5.167, 3.954, 2.723], [-4.003, 3.352, 3.181], [-3.350, 2.297, 2.489], [-3.643, 2.021, 1.167], [-4.838, 2.757, 0.555], [-6.429, 4.270, 0.681], [-5.904, 4.728, 3.142], [-3.823, 3.378, 4.022], [-2.580, 1.804, 3.123], [-3.017, 1.168, 0.567], [-5.232, 2.435, -0.532]], "atomic_forces_ev_per_a": [[6.03, -12.18, -0.67], [3.92, 2.94, -4.60], [-7.80, 0.16, -0.73], [5.19, 1.72, 4.26], [-0.71, 0.34, 2.83], [3.03, -0.33, 1.82], [3.50, -1.74, -4.27], [2.45, 2.64, -2.15], [4.77, 0.31, 7.64], [-1.53, -1.51, -0.16], [0.61, -0.45, -0.67], [-7.67, 12.82, 1.98], [0.97, 0.07, 0.17], [-0.81, -0.73, -0.18], [0.74, -0.96, 0.17], [0.48, 0.04, -0.30], [1.86, -1.49, 1.36], [-1.88, -0.83, -0.80], [-1.44, -0.63, -0.78], [-1.12, -1.97, -2.23], [-2.04, 0.41, -0.30], [-2.71, 0.35, 3.85], [-1.59, 1.73, -0.16], [-2.24, -0.66, 0.78], [-0.37, 0.53, 0.82], [-7.10, -0.57, -5.39], [2.35, -0.54, -1.66], [3.79, 0.81, 1.89], [-0.57, 0.72, -1.28], [-0.32, -0.25, -1.07], [2.31, 0.06, -0.64], [-2.09, -0.82, 0.50], [-0.86, 2.74, 4.34], [-1.14, 0.48, -4.66], [-5.88, -0.98, -14.03], [0.47, 0.30, -0.87], [-0.81, -0.67, -1.01], [1.99, -3.56, -2.90], [1.76, -1.48, 1.22], [1.79, -1.36, 0.12], [3.54, 1.25, 15.04], [-0.37, 0.16, -1.14], [-1.88, 2.41, 1.46], [1.39, 0.75, 2.41]], "nbo_charge": [-0.532, -0.395, -0.442, -0.232, -0.232, -0.243, -0.423, -0.394, -0.168, -0.459, 0.208, 0.169, 0.190, 0.210, 0.194, 0.200, 0.241, 0.262, 0.219, 0.285, 0.227, 0.216, 0.240, 0.219, 0.226, 0.191, 0.199, 0.254, 0.321, 0.208, -1.334, 0.379, -0.237, -0.194, -0.183, -0.206, -0.196, -0.236, 0.218, 0.218, 0.156, 0.226, 0.220, 0.206], "spin_multiplicity": 1, "energy_ha": -717.25451, "e_lumo_ev": -0.16, "relative_energy_kj_mol": 1209.93}

---

Record 2
{"formula": "C2H3NO2", "method": "ωB97M-V with the def2-TZVPD basis set", "species": ["N", "C", "O", "C", "O", "H", "H", "H"], "coordinates": [[0.231, -0.383, 0.836], [0.630, -0.737, -0.325], [0.018, -0.050, -1.248], [-0.771, 0.869, -0.198], [-1.950, 0.808, -0.101], [0.565, -0.753, 1.709], [1.380, -1.479, -0.608], [-0.102, 1.724, -0.065]], "atomic_forces_ev_per_a": [[0.28, -0.34, 0.14], [0.00, 0.02, 0.34], [-0.29, 0.05, 0.27], [-0.67, 0.38, -0.50], [0.67, 0.01, -0.30], [0.27, -0.23, -0.03], [-0.15, 0.14, 0.02], [-0.11, -0.05, 0.06]], "nbo_charge": [-0.712, 0.457, -0.532, 0.626, -0.553, 0.393, 0.179, 0.141], "spin_multiplicity": 1, "energy_ha": -283.19399, "e_lumo_ev": 0.87, "relative_energy_kj_mol": 168.07}